Entry i
{"formula": "C4H14N2O", "method": "ωB97M-V/def2-TZVPD", "symbols": ["N", "C", "C", "C", "C", "N", "H", "H", "H", "H", "H", "H", "H", "H", "H", "H", "H", "H", "O", "H", "H"], "xyz": [[0.530, -0.865, -2.683], [-0.258, -1.270, -1.496], [-0.974, -0.161, -0.685], [0.014, 0.936, -0.368], [-0.341, 1.814, 0.898], [0.732, 1.895, 1.872], [-0.084, -0.364, -3.317], [1.231, -0.223, -2.323], [0.468, -1.742, -0.824], [-0.977, -2.013, -1.846], [-1.492, -0.606, 0.167], [-1.825, 0.162, -1.293], [0.089, 1.653, -1.191], [1.027, 0.557, -0.205], [-0.640, 2.796, 0.543], [-1.211, 1.393, 1.411], [1.482, 2.474, 1.531], [1.188, 1.041, 2.165], [-0.034, -2.541, 2.618], [0.400, -1.738, 2.306], [0.676, -3.198, 2.720]], "nbo_charge": [-0.820, -0.205, -0.432, -0.434, -0.207, -0.837, 0.346, 0.345, 0.174, 0.190, 0.212, 0.198, 0.204, 0.188, 0.193, 0.184, 0.350, 0.350, -0.935, 0.465, 0.471], "e_homo_ev": -9.182, "lumo_energy_ev": 0.6, "spin_multiplicity": 1, "smiles": "NCCCCN.O"}

Entry ii
{"formula": "C4H14N2O", "method": "ωB97M-V/def2-TZVPD", "symbols": ["C", "N", "C", "C", "C", "N", "H", "H", "H", "H", "H", "H", "H", "H", "H", "H", "H", "H", "O", "H", "H"], "xyz": [[-1.196, -1.848, 0.579], [-1.287, -0.857, -0.463], [-0.125, 0.085, -0.513], [-0.309, 1.030, -1.642], [0.916, 1.963, -1.866], [1.412, 2.618, -0.668], [-1.577, -1.453, 1.528], [-0.168, -2.137, 0.892], [-1.718, -2.742, 0.252], [-1.232, -1.343, -1.356], [-0.042, 0.548, 0.470], [0.743, -0.580, -0.608], [-0.424, 0.419, -2.538], [-1.209, 1.638, -1.516], [1.657, 1.287, -2.301], [0.703, 2.768, -2.565], [1.886, 2.050, 0.010], [0.701, 3.186, -0.230], [0.256, -1.845, 4.176], [0.150, -2.565, 4.800], [0.861, -2.223, 3.556]], "nbo_charge": [-0.415, -0.605, -0.225, -0.423, -0.207, -0.850, 0.198, 0.147, 0.200, 0.336, 0.191, 0.160, 0.193, 0.206, 0.182, 0.193, 0.361, 0.357, -0.928, 0.465, 0.463], "e_homo_ev": -8.824, "lumo_energy_ev": 0.8, "spin_multiplicity": 1, "smiles": "CNCCCN.O"}

Entry iii
{"formula": "C4H14N2O", "method": "ωB97M-V/def2-TZVPD", "symbols": ["C", "C", "N", "C", "C", "N", "H", "H", "H", "H", "H", "H", "H", "H", "H", "H", "H", "H", "O", "H", "H"], "xyz": [[-0.796, 0.957, -2.033], [-0.166, 0.230, -0.842], [1.303, 0.178, -0.964], [-0.579, 0.975, 0.447], [-0.347, 0.232, 1.746], [-1.158, -0.990, 1.881], [-1.871, 0.778, -2.118], [-0.615, 2.027, -1.959], [-0.463, 0.493, -2.973], [-0.604, -0.768, -0.812], [1.524, 0.094, -1.950], [1.687, 1.071, -0.665], [-1.638, 1.208, 0.289], [-0.032, 1.909, 0.532], [0.719, -0.024, 1.757], [-0.596, 0.862, 2.594], [-0.883, -1.440, 2.746], [-0.843, -1.658, 1.186], [1.468, -2.149, 0.582], [1.612, -1.313, 0.071], [2.277, -2.671, 0.483]], "nbo_charge": [-0.622, -0.058, -0.854, -0.407, -0.221, -0.836, 0.217, 0.206, 0.203, 0.194, 0.366, 0.363, 0.212, 0.194, 0.175, 0.190, 0.354, 0.361, -1.002, 0.498, 0.468], "e_homo_ev": -9.017, "lumo_energy_ev": 0.9, "spin_multiplicity": 1, "smiles": "C[C@@H](N)CCN.O"}

Q: Which of them is the most stable? A: entry iii.

Entry i
{"formula": "C4H14N2O", "method": "ωB97M-V/def2-TZVPD", "symbols": ["N", "C", "C", "C", "C", "N", "H", "H", "H", "H", "H", "H", "H", "H", "H", "H", "H", "H", "O", "H", "H"], "xyz": [[1.109, -0.752, -2.757], [1.247, -0.041, -1.501], [1.083, -0.962, -0.303], [-0.391, -1.034, 0.266], [-0.762, -0.498, 1.677], [0.336, 0.302, 2.309], [0.150, -1.087, -2.792], [0.946, 0.180, -3.317], [2.270, 0.371, -1.558], [0.590, 0.943, -1.451], [1.765, -0.702, 0.554], [1.477, -1.968, -0.481], [-1.138, -0.557, -0.354], [-0.719, -2.156, 0.222], [-1.189, -1.383, 2.286], [-1.672, 0.159, 1.729], [1.363, 0.097, 2.068], [0.235, 0.694, 3.260], [-2.228, 2.453, 0.193], [-1.330, 2.610, -0.169], [-2.106, 1.544, 0.766]], "nbo_charge": [-0.792, -0.216, -0.423, -0.427, -0.190, -0.901, 0.337, 0.344, 0.191, 0.152, 0.198, 0.227, 0.211, 0.211, 0.170, 0.155, 0.377, 0.384, -0.945, 0.470, 0.468], "e_homo_ev": -8.987, "lumo_energy_ev": 0.8, "spin_multiplicity": 1, "smiles": "NCCCCN.O"}

Entry ii
{"formula": "C4H14N2O", "method": "ωB97M-V/def2-TZVPD", "symbols": ["C", "N", "C", "C", "C", "N", "H", "H", "H", "H", "H", "H", "H", "H", "H", "H", "H", "H", "O", "H", "H"], "xyz": [[-1.407, 0.137, 2.708], [-1.140, 0.319, 1.286], [-0.008, 0.168, 0.330], [1.398, 0.314, 0.857], [-0.426, -1.077, -0.597], [0.333, -0.806, -1.833], [-1.361, -0.912, 3.024], [-0.626, 0.531, 3.363], [-2.412, 0.495, 2.961], [-1.959, 0.545, 0.772], [-0.250, 0.901, -0.513], [2.142, -0.520, 0.887], [1.265, 0.450, 1.907], [1.989, 1.220, 0.499], [-0.070, -1.989, -0.112], [-1.531, -1.175, -0.751], [0.343, -1.682, -2.306], [1.311, -0.555, -1.640], [1.211, 1.297, -3.774], [0.388, 1.782, -3.889], [0.810, 0.557, -3.178]], "nbo_charge": [-0.399, -0.676, -0.036, -0.667, -0.211, -0.876, 0.160, 0.181, 0.210, 0.364, 0.195, 0.223, 0.229, 0.234, 0.164, 0.196, 0.365, 0.368, -0.968, 0.458, 0.484], "e_homo_ev": -7.912, "lumo_energy_ev": 0.9, "spin_multiplicity": 1, "smiles": "CN[C@@H](C)CN.O"}

Q: Which of them is the most stable? A: entry ii.

Entry i
{"formula": "C4H14N2O", "method": "ωB97M-V/def2-TZVPD", "symbols": ["C", "C", "N", "C", "C", "N", "H", "H", "H", "H", "H", "H", "H", "H", "H", "H", "H", "H", "O", "H", "H"], "xyz": [[3.350, -0.367, -0.539], [2.138, 0.525, -0.828], [1.213, 0.784, 0.259], [0.149, -0.251, 0.311], [-0.979, -0.076, 1.302], [-2.225, -0.748, 0.823], [3.783, -0.276, 0.458], [3.188, -1.401, -0.866], [4.205, -0.078, -1.166], [2.541, 1.488, -1.149], [1.691, 0.134, -1.749], [1.725, 0.810, 1.135], [-0.227, -0.187, -0.718], [0.580, -1.248, 0.468], [-1.250, 0.951, 1.553], [-0.807, -0.673, 2.200], [-1.961, -1.585, 0.313], [-2.730, -0.113, 0.213], [-4.548, 0.874, -0.981], [-4.808, 0.018, -0.697], [-5.028, 1.419, -0.344]], "nbo_charge": [-0.640, -0.227, -0.618, -0.238, -0.235, -0.844, 0.206, 0.205, 0.212, 0.187, 0.193, 0.349, 0.189, 0.161, 0.201, 0.185, 0.345, 0.364, -0.930, 0.465, 0.469], "e_homo_ev": -8.700, "lumo_energy_ev": 1.0, "spin_multiplicity": 1, "smiles": "CCNCCN.O"}

Entry ii
{"formula": "C4H14N2O", "method": "ωB97M-V/def2-TZVPD", "symbols": ["C", "C", "N", "H", "H", "H", "H", "H", "H", "H", "H", "C", "O", "C", "N", "H", "H", "H", "H", "H", "H"], "xyz": [[0.490, 2.204, -0.158], [-0.868, 1.610, -0.319], [-1.916, 2.552, 0.267], [1.215, 0.989, -0.106], [0.815, 2.757, -1.077], [0.585, 2.746, 0.788], [-1.221, 1.300, -1.330], [-0.943, 0.689, 0.308], [-1.652, 2.674, 1.276], [-2.812, 2.168, 0.083], [-1.912, 3.522, -0.212], [1.403, -1.455, -0.183], [1.785, -0.107, -0.084], [-0.014, -1.851, 0.357], [-0.416, -3.278, -0.028], [1.296, -1.770, -1.252], [2.203, -2.045, 0.304], [-0.027, -1.561, 1.484], [-0.672, -1.186, -0.225], [0.299, -3.954, 0.211], [-1.190, -3.438, 0.570]], "nbo_charge": [-0.860, -0.233, -0.704, 0.441, 0.204, 0.179, 0.213, 0.204, 0.443, 0.412, 0.432, -0.042, -0.880, -0.250, -0.840, 0.128, 0.144, 0.155, 0.159, 0.352, 0.344], "e_homo_ev": -6.790, "lumo_energy_ev": -0.5, "spin_multiplicity": 1}

Q: Which of them is the most stable? A: entry i.